Entry P
The molecule C6H5N3, computed with ωB97M-V with the def2-TZVPD basis set.

```
! RIJCOSX wB97M-V def2-TZVPD def2/J DEFGRID3
* xyz 0 1
N -1.075 1.719 -0.122
N -1.815 0.721 -0.713
N -0.840 -3.458 -0.632
C -1.531 -2.628 -0.246
C -2.066 -0.329 -0.255
C 0.061 1.610 0.275
C -2.327 -1.537 0.141
C 1.187 1.123 0.646
C 2.429 0.989 -0.188
H 1.309 0.886 1.736
H -3.292 -1.737 0.629
H 1.927 0.493 -1.148
H 2.855 1.876 -0.397
H 3.178 0.271 0.275
*
```

The value obtained for the HOMO energy is -9.50 eV. The value obtained for the lowest unoccupied orbital energy is 0.013 Ha. The value obtained for the HOMO-LUMO gap is 9.851 eV.

***

Entry Q
The molecule C6H5N3, computed with ωB97M-V with the def2-TZVPD basis set.

```
! RIJCOSX wB97M-V def2-TZVPD def2/J DEFGRID3
* xyz 0 1
N 0.256 1.445 -0.520
N -1.338 -2.197 0.597
N 1.656 0.820 -2.333
C 1.654 -0.259 -1.652
C 0.348 0.256 0.084
C 1.144 -0.700 -0.552
C -0.421 0.015 1.331
C 0.867 1.691 -1.639
C -1.443 -1.107 1.190
H -2.377 -0.927 1.715
H -0.914 0.940 1.621
H 0.260 -0.293 2.132
H -0.450 -2.347 0.113
H 0.758 2.664 -2.087
*
```

The value obtained for the HOMO energy (alpha / beta) is -9.57 / -9.57 eV. The value obtained for the lowest unoccupied orbital energy (alpha / beta) is -0.035 / -0.035 Ha. The value obtained for the HOMO-LUMO gap (alpha / beta) is 8.631 / 8.630 eV. Its SMILES is [H]/N=C\CC1=C=C=NC=N1.

***

Most stable structure - entry Q; separation to the second - 1.001 eV.

***

Entry P
A structure of composition C3H4O2, computed with ωB97M-V with the def2-TZVPD basis set.

```
! RIJCOSX wB97M-V def2-TZVPD def2/J DEFGRID3
* xyz 0 1
O -1.875 -0.438 -0.344
O 0.250 -1.343 0.085
C 1.219 -0.509 -0.404
C -0.606 -0.215 0.402
C 0.287 0.825 0.036
H -0.942 -0.049 1.487
H 2.106 -0.664 -0.915
H -1.607 -1.072 -1.084
H 0.048 1.635 -0.607
*
```

The value obtained for the HOMO energy (alpha / beta) is -8.62 / -8.40 eV. The value obtained for the lowest unoccupied orbital energy (alpha / beta) is 0.003 / -0.005 Ha. The value obtained for the HOMO-LUMO gap (alpha / beta) is 8.703 / 8.253 eV.

***

Entry Q
The molecule C3H4O2, computed with ωB97M-V with the def2-TZVPD basis set.

```
! RIJCOSX wB97M-V def2-TZVPD def2/J DEFGRID3
* xyz 0 1
O 1.075 -0.348 0.394
O -1.664 -0.967 0.059
C 0.128 0.703 0.026
C 1.138 -1.386 -0.359
C -1.326 0.177 -0.080
H 0.386 1.296 -0.895
H 0.222 1.351 0.881
H 2.164 -1.920 0.098
H -2.123 1.093 -0.123
*
```

The value obtained for the HOMO energy is -8.48 eV. The value obtained for the lowest unoccupied orbital energy is 0.021 Ha. The value obtained for the HOMO-LUMO gap is 9.058 eV.

***

Most stable structure - entry Q; separation to the second - 0.624 eV.

***

Entry P
The molecule C3H4O2, computed with ωB97M-V with the def2-TZVPD basis set.

```
! RIJCOSX wB97M-V def2-TZVPD def2/J DEFGRID3
* xyz 0 1
O 0.118 -1.530 -0.284
O 1.838 0.051 -0.807
C -1.484 0.676 0.415
C -0.427 -0.023 0.148
C 0.933 -0.503 0.084
H 1.573 -0.207 -1.700
H -1.411 1.651 0.873
H 1.325 -0.428 1.128
H -2.466 0.314 0.144
*
```

The value obtained for the HOMO energy is -10.13 eV. The value obtained for the lowest unoccupied orbital energy is 0.029 Ha. The value obtained for the HOMO-LUMO gap is 10.914 eV. Its SMILES is C=C1O[C@H]1O.

***

Entry Q
The molecule C3H4O2, computed with ωB97M-V with the def2-TZVPD basis set.

```
! RIJCOSX wB97M-V def2-TZVPD def2/J DEFGRID3
* xyz 0 1
O 2.385 0.839 -0.018
O 0.804 -0.795 -0.054
C -1.690 -0.532 0.010
C -0.447 -0.029 -0.037
C 2.048 -0.423 0.022
H 1.673 1.373 0.131
H -2.536 0.232 -0.026
H -1.879 -1.597 0.324
H -0.358 0.932 -0.353
*
```

The value obtained for the HOMO energy is -8.81 eV. The value obtained for the lowest unoccupied orbital energy is 0.023 Ha. The value obtained for the HOMO-LUMO gap is 9.439 eV.

***

Most stable structure - entry P; separation to the second - 0.548 eV.

***

Entry P
A cluster of 2 separate species, C4H12N2O in total, computed with ωB97M-V with the def2-TZVPD basis set.

```
! RIJCOSX wB97M-V def2-TZVPD def2/J DEFGRID3
* xyz 0 3
O 2.008 -1.758 -1.356
N 1.594 -1.608 -0.226
N -1.980 1.990 -1.526
C 2.304 -2.026 1.041
C -1.177 1.982 -0.248
C -0.905 -0.494 0.132
C -0.222 0.867 0.313
H -0.437 2.857 -0.203
H 2.584 -3.064 1.101
H -1.922 -0.431 0.779
H 1.671 -1.628 1.836
H -2.737 1.399 -1.475
H -1.941 2.060 0.479
H 0.026 1.083 1.375
H -0.252 -1.403 0.432
H -1.151 -0.879 -0.885
H 3.264 -1.422 0.978
H 0.671 0.860 -0.299
H -1.397 1.615 -2.247
*
```

The value obtained for the HOMO energy (alpha / beta) is -8.30 / -9.31 eV. The value obtained for the lowest unoccupied orbital energy (alpha / beta) is 0.034 / -0.024 Ha. The value obtained for the HOMO-LUMO gap (alpha / beta) is 9.218 / 8.659 eV.

***

Entry Q
A cluster of 2 separate species, C4H12N2O in total, computed with ωB97M-V with the def2-TZVPD basis set.

```
! RIJCOSX wB97M-V def2-TZVPD def2/J DEFGRID3
* xyz 0 3
O -2.749 0.698 -0.630
N -0.198 -0.761 -0.058
N 0.724 -0.514 0.864
C -1.472 1.006 -0.172
C -1.115 -1.772 0.442
C 1.711 0.616 0.524
C 1.930 0.644 -1.006
H -0.769 -2.789 0.363
H 1.227 1.301 -1.466
H 1.327 1.535 0.874
H -1.393 1.433 0.784
H 2.557 0.220 1.173
H -1.498 -1.762 1.484
H 2.924 1.108 -1.186
H -2.051 -1.763 -0.126
H 0.522 -0.463 1.821
H -0.685 1.553 -0.784
H -2.699 0.003 -1.378
H 1.709 -0.291 -1.522
*
```

The value obtained for the HOMO energy (alpha / beta) is -5.38 / -9.78 eV. The value obtained for the lowest unoccupied orbital energy (alpha / beta) is 0.037 / 0.004 Ha. The value obtained for the HOMO-LUMO gap (alpha / beta) is 6.380 / 9.886 eV.

***

Most stable structure - entry P; separation to the second - 1.494 eV.

***

Entry P
The molecule C7H8N2O, computed with ωB97M-V with the def2-TZVPD basis set.

```
! RIJCOSX wB97M-V def2-TZVPD def2/J DEFGRID3
* xyz 0 1
O -2.450 -1.339 -0.120
N -0.220 1.283 -0.363
N -0.778 0.148 -0.348
C 1.038 1.354 -0.249
C 3.078 0.110 0.577
C -2.934 1.024 0.178
C 1.078 -1.016 -0.122
C 1.855 0.139 0.020
C -2.089 -0.184 -0.133
C 0.915 -2.265 -0.389
H -3.423 0.972 1.226
H 3.582 0.998 0.852
H -2.397 1.946 0.295
H -0.177 -2.645 -0.478
H 1.456 2.280 -0.462
H 1.655 -2.948 -0.559
H 3.522 -0.867 0.666
H -3.713 1.011 -0.593
*
```

The value obtained for the HOMO energy is -8.38 eV. The value obtained for the lowest unoccupied orbital energy is -0.023 Ha. The value obtained for the HOMO-LUMO gap is 7.760 eV.

***

Entry Q
A cluster of 2 separate species, C7H8N2O in total, computed with ωB97M-V with the def2-TZVPD basis set.

```
! RIJCOSX wB97M-V def2-TZVPD def2/J DEFGRID3
* xyz 0 1
O 1.976 -2.283 -0.398
N -1.748 0.045 1.550
N -2.058 0.089 0.042
C -0.115 2.590 -0.101
C 0.239 -0.639 -1.035
C -0.798 -0.298 -0.267
C 0.768 -0.955 1.322
C 1.364 -1.012 -0.080
C -0.492 -0.571 1.110
C 0.212 2.412 -1.237
H -2.446 -0.452 2.178
H 0.423 -0.775 -2.106
H 1.322 -1.310 2.285
H 1.570 -2.433 -1.285
H 2.280 -0.265 -0.257
H -0.817 2.635 0.771
H -2.411 0.894 -0.406
H 0.729 2.329 -2.086
*
```

The value obtained for the HOMO energy is -7.85 eV. The value obtained for the lowest unoccupied orbital energy is 0.030 Ha. The value obtained for the HOMO-LUMO gap is 8.654 eV. Its SMILES is OC1C=c2[nH][nH]c2=C1.C#C.

***

Most stable structure - entry P; separation to the second - 2.523 eV.